Here is a molecular structure, C42H40AsF3N5O3RbS from OMol25. Energies are from wB97M-V/def2-TZVPD.

```
96
Properties=species:S:1:pos:R:3:forces:R:3
Rb -0.9596 -1.8967 0.1232 -0.47 0.12 -0.57
C -1.4994 -4.1110 5.5151 0.01 0.00 -0.01
C -1.4151 -5.1501 4.5952 0.00 0.00 0.00
C -1.9114 -4.9990 3.3121 0.01 0.01 0.01
C -2.5136 -3.8012 2.9075 0.02 0.06 -0.06
C -2.5773 -2.7601 3.8366 -0.01 0.01 0.00
C -2.0796 -2.9134 5.1215 -0.01 -0.01 -0.01
N -2.9443 -3.5920 1.5929 -0.15 -0.11 0.02
C -3.9197 -4.3298 1.1133 0.03 0.02 0.02
C -4.7034 -5.2512 1.9224 -0.01 -0.03 0.01
C -5.7108 -6.0057 1.4116 0.02 0.02 0.00
C -6.0703 -5.9409 0.0399 0.02 0.02 -0.01
C -5.3919 -5.0650 -0.7578 -0.03 -0.03 0.00
C -4.3430 -4.2498 -0.2739 0.04 0.04 -0.03
N -3.7029 -3.3443 -1.0881 0.01 -0.03 0.20
N -4.1363 -3.2461 -2.2692 0.03 0.08 -0.17
C -3.4839 -2.2733 -3.0577 -0.02 -0.05 0.04
C -4.0701 -2.0268 -4.3034 0.00 0.02 -0.02
C -3.5240 -1.0589 -5.1229 -0.01 -0.03 0.02
C -2.4093 -0.3595 -4.6826 0.01 0.02 -0.01
C -1.8905 -0.6852 -3.4395 0.00 0.00 0.03
N -2.3964 -1.6245 -2.6447 0.03 0.00 0.04
H -1.0875 -4.2228 6.5109 0.00 0.00 0.00
H -0.9313 -6.0802 4.8726 0.00 0.00 0.00
H -1.8086 -5.7964 2.5863 0.00 0.01 0.00
H -3.0034 -1.8157 3.5197 0.00 0.00 0.00
H -2.1258 -2.0797 5.8131 0.00 0.00 0.00
H -4.4728 -5.3200 2.9762 0.02 0.01 0.00
H -6.2568 -6.6667 2.0787 -0.01 0.00 -0.01
H -6.8664 -6.5584 -0.3573 0.00 0.00 0.01
H -5.6440 -4.9655 -1.8049 0.01 0.01 0.00
H -4.9480 -2.5949 -4.5792 0.00 0.00 -0.01
H -3.9698 -0.8422 -6.0870 0.00 0.00 0.00
H -1.9550 0.4316 -5.2634 -0.01 0.00 0.00
H -1.0363 -0.1424 -3.0524 0.01 -0.03 0.00
F 3.0959 -1.5807 3.7195 0.01 -0.06 0.02
C 2.5405 -2.7676 3.4244 -0.02 0.01 0.01
F 3.5430 -3.6175 3.1292 -0.01 0.03 0.04
F 1.9414 -3.2231 4.5343 0.05 0.01 -0.02
S 1.3565 -2.6176 2.0240 0.20 -0.06 0.12
O 0.8769 -3.9674 1.8204 0.08 -0.04 0.02
O 2.1736 -2.0963 0.9472 0.09 -0.04 0.04
O 0.3614 -1.6918 2.5232 0.19 0.01 0.35
C 3.2289 3.5517 5.1457 0.00 0.00 0.00
C 2.9619 3.0312 3.7574 0.00 0.02 0.02
C 3.7874 2.0874 3.1721 0.02 -0.02 -0.02
C 3.5400 1.5892 1.8927 -0.06 0.00 0.02
C 4.4946 0.5602 1.3350 -0.02 0.00 0.02
C 2.4292 2.0480 1.1700 0.01 0.04 0.04
As 2.0985 1.1267 -0.5579 -0.06 -0.27 0.13
N 0.3008 0.9210 -0.4750 0.03 0.25 -0.22
C -0.6984 1.5548 -1.1088 -0.13 0.01 0.12
C -0.6348 2.4301 -2.2320 0.00 0.04 0.01
C -1.7799 2.9085 -2.8539 0.01 -0.01 0.02
C -3.0553 2.5873 -2.4058 0.03 -0.02 0.02
C -3.1510 1.8006 -1.2547 0.00 0.04 0.01
C -2.0257 1.3280 -0.6176 0.02 0.05 -0.01
C 2.6965 2.4564 -1.9553 -0.08 -0.06 -0.09
C 2.5842 1.9317 -3.2595 0.05 0.02 0.02
C 1.9298 0.5973 -3.5128 -0.01 0.00 0.02
C 3.0799 2.6357 -4.3526 0.00 0.01 0.00
C 3.7256 3.8533 -4.2023 -0.01 -0.03 0.01
C 4.2699 4.6072 -5.3873 0.00 0.00 -0.01
C 3.8655 4.3488 -2.9153 0.00 0.01 0.02
C 3.3688 3.6790 -1.7963 0.04 0.06 0.03
C 3.5823 4.3378 -0.4556 0.00 0.04 -0.02
C 1.5874 3.0088 1.7530 0.06 -0.07 0.03
C 0.3908 3.5776 1.0434 -0.02 -0.03 -0.04
C 1.8707 3.4852 3.0281 -0.01 -0.01 -0.01
H 4.1216 3.0917 5.5717 0.00 0.00 -0.01
H 2.3910 3.3376 5.8132 0.00 0.00 0.00
H 3.3754 4.6350 5.1429 0.00 0.00 0.00
H 4.6437 1.7119 3.7251 0.00 0.00 0.00
H 5.2883 0.3577 2.0566 0.00 0.00 -0.01
H 4.9568 0.8976 0.4040 0.00 0.01 0.00
H 3.9726 -0.3726 1.1159 -0.01 -0.02 0.00
H 0.3276 2.7284 -2.6216 0.00 0.01 0.01
H -1.6615 3.5527 -3.7213 -0.01 0.00 0.00
H -3.9398 2.9505 -2.9139 0.00 0.00 0.00
H -4.1260 1.5648 -0.8398 0.00 0.00 0.00
H -2.1182 0.7880 0.3196 -0.04 -0.08 -0.07
H 0.9711 0.5217 -2.9993 0.00 0.00 -0.03
H 2.5466 -0.2204 -3.1309 0.03 0.01 0.00
H 1.7641 0.4458 -4.5805 0.01 -0.01 0.00
H 2.9575 2.2129 -5.3461 0.00 0.01 0.00
H 3.9915 4.1195 -6.3225 0.00 0.00 0.00
H 5.3609 4.6668 -5.3537 0.00 0.00 0.00
H 3.8897 5.6310 -5.4163 0.00 0.00 0.00
H 4.3721 5.2996 -2.7682 0.00 0.00 0.00
H 4.1637 5.2537 -0.5774 0.01 0.01 -0.02
H 4.1037 3.6892 0.2487 0.00 0.04 -0.05
H 2.6330 4.5994 0.0113 0.04 0.01 -0.01
H 0.5609 3.6967 -0.0278 0.01 -0.01 -0.01
H 0.1278 4.5503 1.4665 0.00 -0.01 0.00
H -0.4670 2.9123 1.1374 -0.03 -0.01 -0.01
H 1.2146 4.2343 3.4647 0.00 0.00 0.00
```
Positions in Å, forces in eV/Å.

The calculation puts the maximum force at 0.7 eV/Å. For the energy relative to the best compared isomer or geometry (same formula, charge and spin), the calculation gives 0.0000 eV. The HOMO energy is -1.590 eV. The LUMO energy comes out at 3.93 eV. For the total energy, the calculation gives -5081.708202 hartree. The net charge is -2.

Atom charges from the Mulliken analysis, given in e for atoms 1 to 6:
1 Rb 0.70
2 C -0.51
3 C -0.69
4 C 0.18
5 C -0.10
6 C -0.16